[1]
Molecular formula: C21H29CuI2N6OS
Method: DFT, ωB97M-V with the def2-TZVPD basis set

```
61
Properties=species:S:1:pos:R:3:lowdin_charge:R:1
Cu 0.7653 -0.0976 0.8540 0.52
S 2.8525 1.1554 4.4903 1.06
C 3.9067 0.0329 3.7556 -0.40
C 3.3885 -0.4806 2.5983 -0.22
C 2.1035 0.0441 2.2856 -0.25
C 1.7034 0.9543 3.2268 -0.52
C 0.4577 1.7085 3.0906 -0.27
C -0.0035 2.6427 4.0102 -0.01
C -1.1788 3.3219 3.7427 -0.04
C -1.8671 3.0504 2.5686 -0.04
C -1.3555 2.0934 1.7115 -0.11
N -0.2239 1.4356 1.9617 0.07
H 4.8560 -0.1944 4.2142 0.07
H 3.9315 -1.1934 1.9904 0.10
H 0.5545 2.8340 4.9168 0.11
H -1.5525 4.0567 4.4432 0.12
H -2.7831 3.5645 2.3172 0.11
H -1.8593 1.8268 0.7913 0.08
I -1.2434 1.5439 -2.5509 0.78
C -2.2032 -0.3284 -2.7351 -1.16
I -0.9476 -2.0360 -2.6881 0.79
H -2.7218 -0.3418 -3.6848 -0.04
H -2.8711 -0.4173 -1.8904 -0.07
C -4.0919 -2.1796 0.7397 0.01
N -2.7535 -2.4309 1.2648 -0.03
C -2.4797 -3.5059 2.0420 -0.03
C -1.2378 -3.7429 2.5108 0.01
C -0.2189 -2.8155 2.1377 -0.34
N -0.4776 -1.7783 1.3501 0.14
C -1.7492 -1.5342 0.9169 -0.52
O -2.0095 -0.5592 0.2230 -0.05
N 1.0383 -2.9935 2.5594 0.20
H -4.7576 -2.9544 1.1095 0.10
H -4.0727 -2.2000 -0.3483 0.09
H -4.4409 -1.2026 1.0667 0.10
H -3.3171 -4.1527 2.2643 0.14
H -1.0305 -4.5934 3.1398 0.12
H 1.2395 -3.7024 3.2419 0.12
H 1.6884 -2.2237 2.4804 0.07
C 4.6155 2.5072 -3.4522 -0.06
C 4.8226 1.4982 -2.3346 -0.20
N 3.6580 0.6360 -2.1078 -0.07
C 3.4433 -0.4384 -3.0791 -0.19
C 2.3521 -0.1355 -4.0967 -0.08
C 2.8193 0.8060 -1.0724 -0.39
C 3.0362 1.9810 -0.1632 0.01
N 1.8160 0.0105 -0.8170 0.07
H 5.4876 3.1541 -3.5449 0.08
H 3.7442 3.1333 -3.2551 0.08
H 4.4664 2.0141 -4.4118 0.07
H 5.0773 1.9991 -1.4055 0.10
H 5.6657 0.8430 -2.5632 0.12
H 3.2368 -1.3677 -2.5401 0.12
H 4.3945 -0.5944 -3.5877 0.12
H 1.4127 0.1353 -3.6167 0.00
H 2.1673 -1.0152 -4.7140 0.08
H 2.6416 0.6864 -4.7487 0.07
H 3.9034 1.8227 0.4797 0.10
H 2.1651 2.1056 0.4727 0.07
H 3.1925 2.8952 -0.7341 0.09
H 1.6930 -0.7350 -1.4920 0.00
```

Calculated values
LUMO level (spin up / spin down)	-2.191 / -3.140	eV
expectation value of S²	0.75
orbital gap (spin up / spin down)	8.523 / 7.535	eV
total charge	+1
spin multiplicity	2

---

[2]
Molecular formula: C21H29F5N3O8Si4TeTl
Method: DFT, ωB97M-V with the def2-TZVPD basis set

```
72
Properties=species:S:1:pos:R:3:lowdin_charge:R:1
Tl -2.1396 -2.1789 -0.4944 0.85
C 1.0108 0.5885 4.2006 -0.22
Si 2.2048 1.1007 2.8301 0.35
C 1.8420 2.8605 2.2873 -0.21
C 3.9577 1.0417 3.5628 -0.23
Si 2.0379 -0.4012 1.0308 0.00
Te 0.3392 0.2110 -0.6513 0.61
Si 4.0395 -0.2611 -0.1873 0.31
C 3.9490 -1.2088 -1.8114 -0.23
C 4.3700 1.5537 -0.5871 -0.23
C 5.5599 -0.9226 0.7407 -0.23
Si 1.8533 -2.5916 1.8380 0.33
C 3.2166 -2.9140 3.1230 -0.22
C 2.0831 -3.8449 0.4476 -0.21
C 0.2117 -2.9454 2.6924 -0.21
H 1.0645 1.2911 5.0370 0.02
H 1.2462 -0.4077 4.5779 0.01
H -0.0111 0.5800 3.8232 0.02
H 1.8823 3.5402 3.1422 0.03
H 0.8549 2.9038 1.8332 0.00
H 2.5693 3.1940 1.5464 0.01
H 3.9914 1.6210 4.4892 0.02
H 4.6863 1.4678 2.8738 0.01
H 4.2695 0.0241 3.7916 0.01
H 3.0922 -0.8849 -2.4010 0.01
H 3.8501 -2.2823 -1.6572 0.01
H 4.8599 -1.0251 -2.3891 0.02
H 3.5339 1.9741 -1.1464 0.02
H 5.2779 1.6485 -1.1886 0.02
H 4.4933 2.1491 0.3163 0.01
H 5.5715 -2.0124 0.7374 0.01
H 5.5867 -0.5948 1.7764 0.00
H 6.4754 -0.5779 0.2546 0.02
H 4.2048 -2.6672 2.7395 0.00
H 3.2158 -3.9721 3.4002 0.02
H 3.0566 -2.3302 4.0286 0.01
H 3.0779 -3.7753 0.0077 0.01
H 1.3574 -3.6889 -0.3493 0.03
H 1.9544 -4.8576 0.8396 0.02
H 0.0206 -2.2513 3.5079 0.01
H 0.2299 -3.9620 3.0978 0.03
H -0.6248 -2.8707 2.0008 -0.04
F -4.2611 -0.1517 -7.4515 0.07
C -3.6833 -0.6011 -6.3131 -0.17
C -3.4891 -1.9558 -6.1015 -0.16
F -3.8883 -2.8357 -7.0436 0.08
C -2.8957 -2.4088 -4.9427 -0.14
F -2.7436 -3.7439 -4.7916 0.07
C -2.4421 -1.5483 -3.9126 -0.34
O -1.8709 -1.9695 -2.8534 -0.28
C -2.6700 -0.1747 -4.1744 -0.16
F -2.3058 0.7278 -3.2510 0.08
C -3.2649 0.2815 -5.3306 -0.16
F -3.4539 1.6013 -5.5148 0.09
O -4.4310 5.4797 1.3338 0.04
N -5.0719 4.8605 0.4956 -0.37
O -6.0439 5.3352 -0.0843 0.02
C -4.6731 3.5155 0.1716 -0.17
C -3.5899 2.9368 0.8296 0.07
C -3.2199 1.6373 0.5705 -0.05
C -3.9758 0.7874 -0.3395 -0.29
O -3.8730 -0.4533 -0.4311 -0.18
C -4.9864 1.5221 -1.0690 -0.06
C -5.3672 2.8180 -0.8007 0.07
N -5.7516 0.8493 -2.1200 -0.33
O -5.2628 -0.0974 -2.6993 0.10
O -6.8443 1.3257 -2.4150 0.02
N -2.0999 1.1391 1.3524 -0.36
O -1.4119 1.9912 1.9752 -0.07
O -1.5560 0.0441 1.0003 -0.43
H -3.0111 3.5018 1.5413 0.12
H -6.1845 3.2647 -1.3422 0.12
```

Calculated values
LUMO level (spin up / spin down)	4.089 / 4.025	eV
energy relative to the best compared isomer or geometry (same formula, charge and spin)	0.0	kcal per mole
orbital gap (spin up / spin down)	5.905 / 5.507	eV
total charge	-2
spin multiplicity	1

---

[3]
Molecular formula: C21H29FN2O2
Method: DFT, ωB97M-V with the def2-TZVPD basis set

```
55
Properties=species:S:1:pos:R:3:lowdin_charge:R:1
O -2.2683 2.0750 0.6131 0.11
C -1.5158 1.2542 0.9911 -0.53
N -0.3586 0.9806 0.4683 0.16
H 0.4083 0.3345 0.7231 0.10
C 0.1637 1.5565 -1.0819 -0.14
H -0.7211 1.9776 -1.3788 0.06
C 1.0575 0.8363 -1.7432 -0.26
C 2.4864 0.6990 -1.6436 -0.14
C 3.1093 0.5768 -0.2176 -0.42
C 4.5413 1.0203 -0.2772 -0.13
H 4.8103 1.8694 0.4924 0.13
C 5.3666 -0.3243 0.4814 -0.10
H 6.3016 -0.3504 -0.1773 0.11
H 5.3033 -0.0521 1.5920 0.12
C 4.3712 -1.4660 0.0357 -0.09
H 4.5372 -1.5212 -0.9081 0.06
H 4.5401 -2.1134 0.5933 -0.02
C 3.0158 -0.6655 0.3335 -0.22
H 2.6672 -0.8256 1.4691 0.15
H 2.2024 -1.2624 -0.0308 0.08
H 4.9596 1.0359 -1.2900 0.10
H 2.6370 1.4657 0.6282 0.21
H 2.7009 1.8192 -1.8636 0.16
H 2.9930 0.2235 -2.1435 -0.01
H 0.6531 -0.6716 -1.3819 0.22
H 0.5819 0.7599 -2.7575 0.13
H 0.7513 2.6162 -0.8666 0.18
C -1.6860 0.3837 2.4602 -0.29
C -2.5971 -0.4794 2.0569 -0.24
N -2.1955 -1.4016 1.0040 -0.06
C -0.8986 -1.9408 1.1137 -0.28
O -0.2715 -2.5085 0.0375 -0.09
C -0.2231 -1.6002 2.4129 -0.13
C -0.3639 -0.1712 2.8491 -0.15
H 0.5242 0.4485 2.8004 0.10
H -0.6618 -0.3465 4.2315 0.21
H 0.8514 -1.9851 2.1861 0.15
H -0.6080 -2.1229 3.1798 0.07
C -3.0180 -1.8652 -0.0461 -0.14
C -3.2125 -0.6843 -0.8544 -0.26
C -2.4610 -0.2431 -2.0526 0.03
C -2.5038 0.8411 -2.6684 -0.42
C -3.6241 1.5176 -2.7166 -0.10
C -4.5601 1.2585 -1.8135 -0.03
C -4.3317 -0.0065 -0.8355 -0.02
H -5.2940 -0.1150 -0.2012 0.13
H -5.5667 1.8889 -1.6648 0.14
H -3.9688 2.4273 -3.4995 0.19
F -1.7748 0.8047 -3.8062 0.05
H -1.4009 -1.0276 -2.0765 0.21
H -2.5381 -2.7214 -0.6093 0.15
H -3.9941 -2.3134 0.3314 0.16
H -3.1254 -1.2492 2.9250 0.19
H -3.6320 0.0186 1.6001 0.18
H -2.1597 1.3453 2.9966 0.21
```

Calculated values
LUMO level	0.565	eV
energy relative to the best compared isomer or geometry (same formula, charge and spin)	465.9	kcal per mole
orbital gap	9.336	eV
spin multiplicity	1

---

[4]
Molecular formula: C21H29FN2O3
Method: DFT, ωB97M-V with the def2-TZVPD basis set

```
56
Properties=species:S:1:pos:R:3:lowdin_charge:R:1
O -1.9264 3.2981 1.2662 0.08
C -1.7739 2.5121 0.3537 -0.48
N -0.7198 2.5543 -0.4889 0.09
H -0.5856 1.7973 -1.1411 0.13
C 0.3708 3.4791 -0.2846 -0.13
C 1.1390 3.1751 1.0041 -0.18
H 1.9454 3.9082 1.1329 0.13
H 0.4470 3.2398 1.8517 0.12
O 1.6682 1.8681 0.8951 -0.03
C 2.3522 1.3606 1.9514 -0.20
C 2.8422 0.0570 1.8142 -0.20
C 3.5538 -0.5737 2.8095 -0.01
C 3.7987 0.1012 3.9951 -0.09
C 3.3251 1.3890 4.1560 -0.09
C 2.6092 2.0180 3.1493 -0.01
H 2.2516 3.0226 3.3050 0.11
H 3.5109 1.9213 5.0762 0.10
H 4.3552 -0.3805 4.7831 0.10
H 3.9065 -1.5797 2.6467 0.12
F 2.5996 -0.6027 0.6582 0.06
H -0.0353 4.4914 -0.1999 0.13
H 1.0393 3.4183 -1.1431 0.13
C -2.7867 1.4159 0.0323 -0.19
C -2.1141 0.0320 -0.0582 -0.11
N -1.5355 -0.2068 -1.3594 -0.08
C -2.2951 -0.0373 -2.4721 -0.48
O -1.8936 -0.2684 -3.5946 0.07
C -3.6664 0.5318 -2.1709 -0.08
C -3.5302 1.7599 -1.2728 -0.12
H -2.9811 2.5286 -1.8212 0.12
H -4.5165 2.1650 -1.0453 0.12
H -4.1476 0.7927 -3.1132 0.12
H -4.2699 -0.2335 -1.6767 0.13
C -0.2683 -0.9062 -1.4511 -0.12
H 0.4753 -0.3961 -0.8316 0.12
C -0.3600 -2.3795 -1.0285 -0.30
C 0.9996 -3.0512 -1.2245 -0.17
C 0.9466 -4.5167 -0.8043 -0.20
C -0.1176 -5.2607 -1.6042 -0.21
C -1.4780 -4.5976 -1.4167 -0.20
C -1.4234 -3.1300 -1.8307 -0.16
H -1.1889 -3.0543 -2.8942 0.13
H -2.4046 -2.6736 -1.6791 0.11
H -2.2325 -5.1193 -2.0091 0.11
H -1.7715 -4.6673 -0.3658 0.11
H -0.1644 -6.3043 -1.2858 0.11
H 0.1488 -5.2444 -2.6632 0.11
H 1.9229 -4.9802 -0.9600 0.11
H 0.7120 -4.5819 0.2610 0.11
H 1.2776 -2.9884 -2.2787 0.13
H 1.7580 -2.5232 -0.6461 0.10
H -0.6229 -2.4269 0.0353 0.15
H 0.0388 -0.8503 -2.4983 0.13
H -2.8621 -0.7377 0.1762 0.13
H -1.3189 -0.0412 0.6877 0.14
H -3.4897 1.3945 0.8695 0.15
```

Calculated values
LUMO level	0.731	eV
structure (SMILES)	O=C(NCCOc1ccccc1F)[C@H]1CCC(=O)N(CC2CCCCC2)C1
energy relative to the best compared isomer or geometry (same formula, charge and spin)	0.0	kcal per mole
orbital gap	9.547	eV
spin multiplicity	1

---

E: -104908.50814 -100179.61769 -32022.24943 -34089.43823 (eV)